{"formula": "C24H33N3O5S", "method": "wB97M-V/def2-TZVPD", "relative_energy_kj_mol": 140.4, "lumo_ev": 0.317, "e_homo_ev": -8.96, "species": ["C", "C", "C", "C", "N", "C", "O", "C", "N", "S", "O", "O", "C", "C", "C", "C", "C", "C", "H", "H", "H", "H", "H", "H", "H", "H", "C", "C", "C", "C", "C", "O", "H", "H", "H", "H", "H", "H", "C", "O", "N", "H", "C", "C", "C", "C", "C", "C", "H", "H", "H", "H", "H", "H", "H", "H", "H", "H", "H", "H", "H", "H", "H", "H", "H", "H"], "positions_angstrom": [[-4.616, -0.723, -1.928], [-4.823, 0.653, -1.305], [-3.834, 0.950, -0.180], [-2.377, 1.042, -0.645], [-1.643, -0.204, -0.449], [-1.107, -0.818, -1.518], [-1.241, -0.406, -2.659], [-0.315, -2.113, -1.312], [0.783, -2.137, -2.258], [1.980, -1.072, -1.755], [2.846, -0.805, -2.859], [1.401, 0.051, -1.054], [2.808, -2.105, -0.555], [3.438, -3.246, -1.011], [4.056, -4.085, -0.100], [4.034, -3.773, 1.252], [3.401, -2.624, 1.697], [2.782, -1.782, 0.787], [2.290, -0.874, 1.100], [3.391, -2.382, 2.749], [4.516, -4.429, 1.962], [4.555, -4.980, -0.440], [3.436, -3.452, -2.069], [0.456, -1.867, -3.181], [-0.971, -2.967, -1.506], [0.113, -2.207, -0.318], [-1.370, -0.587, 0.925], [-1.908, -1.936, 1.284], [-1.314, -3.021, 1.861], [-2.319, -4.013, 1.971], [-3.445, -3.458, 1.450], [-3.206, -2.204, 1.036], [-4.440, -3.836, 1.322], [-2.212, -4.995, 2.381], [-0.292, -3.103, 2.174], [-1.838, 0.171, 1.561], [-0.292, -0.570, 1.120], [-2.344, 1.251, -1.720], [-1.629, 2.195, 0.063], [-2.196, 3.000, 0.777], [-0.319, 2.217, -0.206], [0.110, 1.488, -0.763], [0.609, 3.166, 0.373], [1.416, 3.839, -0.738], [2.439, 4.806, -0.151], [3.376, 4.076, 0.804], [2.577, 3.413, 1.921], [1.551, 2.445, 1.341], [0.967, 1.990, 2.144], [2.058, 1.651, 0.787], [3.249, 2.878, 2.596], [2.060, 4.180, 2.502], [4.098, 4.777, 1.228], [3.930, 3.312, 0.253], [3.013, 5.268, -0.957], [1.918, 5.601, 0.388], [0.738, 4.368, -1.410], [1.926, 3.061, -1.311], [0.009, 3.907, 0.912], [-3.929, 0.178, 0.585], [-4.085, 1.909, 0.280], [-5.834, 0.712, -0.894], [-4.735, 1.420, -2.078], [-5.405, -0.936, -2.645], [-4.631, -1.492, -1.158], [-3.664, -0.772, -2.449]]}

=====

{"formula": "C5H7INO", "method": "wB97M-V/def2-TZVPD", "relative_energy_kj_mol": 471.8, "lumo_ev": [-5.646, -5.643], "charge": 1, "e_homo_ev": [-12.52, -12.52], "species": ["C", "C", "C", "C", "C", "N", "O", "I", "H", "H", "H", "H", "H", "H", "H"], "positions_angstrom": [[-2.313, 0.321, 0.622], [-1.581, -0.634, 1.215], [-2.242, 0.914, -0.661], [-0.032, -0.755, -0.440], [0.587, 0.570, -0.799], [1.453, -0.592, -0.494], [-0.390, -1.015, 0.893], [-2.991, 2.844, -1.409], [-3.020, 0.809, 1.223], [-1.889, -1.028, 2.288], [0.648, 0.801, -1.823], [0.800, 1.362, -0.066], [1.997, -0.750, 0.385], [1.655, -1.009, -1.389], [-1.744, 0.578, -1.620]]}

=====

{"formula": "C33H77NO10", "method": "wB97M-V/def2-TZVPD", "lumo_ev": 0.548, "e_homo_ev": -9.46, "species": ["C", "O", "C", "C", "C", "C", "C", "C", "C", "C", "C", "C", "C", "O", "O", "C", "C", "C", "O", "N", "H", "H", "H", "H", "H", "H", "H", "H", "H", "H", "H", "H", "H", "H", "H", "H", "H", "H", "H", "H", "H", "H", "H", "H", "H", "H", "H", "H", "H", "C", "C", "C", "O", "H", "H", "H", "H", "H", "H", "H", "H", "C", "C", "C", "O", "H", "H", "H", "H", "H", "H", "H", "H", "C", "C", "C", "O", "H", "H", "H", "H", "H", "H", "H", "H", "C", "C", "C", "O", "H", "H", "H", "H", "H", "H", "H", "H", "C", "C", "C", "O", "H", "H", "H", "H", "H", "H", "H", "H", "C", "C", "C", "O", "H", "H", "H", "H", "H", "H", "H", "H"], "positions_angstrom": [[4.356, -2.846, -1.665], [5.496, -2.568, -0.838], [6.115, -1.326, -1.194], [5.251, -0.069, -0.699], [4.923, 0.932, -1.888], [3.358, 1.021, -2.209], [2.803, 2.494, -2.114], [1.373, 2.395, -1.402], [1.484, 2.221, 0.166], [1.169, 0.746, 0.674], [-0.277, 0.260, 0.257], [-0.352, -1.196, -0.400], [-0.110, -2.163, 0.833], [1.020, -3.040, 0.707], [2.146, -2.472, 1.262], [-1.857, -1.177, -0.956], [-1.676, -0.484, -2.377], [-0.417, -1.297, -2.860], [-0.124, -1.779, -3.938], [0.416, -1.439, -1.651], [3.562, -2.049, -1.558], [3.908, -3.798, -1.260], [4.617, -2.938, -2.755], [7.120, -1.249, -0.688], [6.265, -1.306, -2.313], [4.311, -0.522, -0.274], [5.829, 0.460, 0.106], [5.261, 1.961, -1.587], [5.418, 0.583, -2.837], [3.173, 0.541, -3.214], [2.845, 0.366, -1.458], [3.431, 3.145, -1.453], [2.617, 2.967, -3.112], [0.862, 3.386, -1.606], [0.735, 1.616, -1.895], [2.559, 2.440, 0.438], [0.858, 2.960, 0.729], [1.997, 0.036, 0.419], [1.165, 0.818, 1.801], [-0.930, 0.253, 1.178], [-0.708, 1.045, -0.425], [-1.012, -2.845, 0.892], [-0.037, -1.613, 1.813], [2.602, -2.065, 0.489], [-2.416, -0.387, -0.377], [-2.322, -2.195, -0.950], [-1.290, 0.577, -2.342], [-2.585, -0.453, -3.033], [0.555, -2.465, -1.675], [-3.212, -2.507, -5.586], [-4.405, -3.039, -4.808], [-5.399, -3.737, -5.723], [-5.053, -1.961, -4.131], [-3.530, -1.769, -6.330], [-2.513, -2.002, -4.916], [-2.682, -3.312, -6.098], [-4.060, -3.737, -4.041], [-5.791, -3.041, -6.472], [-6.254, -4.105, -5.152], [-4.936, -4.580, -6.240], [-5.363, -1.336, -4.799], [-2.245, 4.403, 3.578], [-1.583, 4.421, 2.209], [-2.516, 4.988, 1.151], [-1.201, 3.096, 1.847], [-3.139, 3.772, 3.568], [-1.568, 3.984, 4.326], [-2.533, 5.410, 3.892], [-0.669, 5.018, 2.251], [-3.419, 4.376, 1.061], [-2.031, 4.986, 0.171], [-2.812, 6.012, 1.392], [-2.005, 2.557, 1.807], [-5.682, 0.527, -0.171], [-4.890, 0.541, 1.123], [-5.691, -0.056, 2.270], [-4.526, 1.886, 1.442], [-6.590, 1.126, -0.068], [-5.099, 0.969, -0.984], [-5.963, -0.489, -0.458], [-3.962, -0.021, 0.994], [-6.604, 0.522, 2.446], [-5.113, -0.028, 3.197], [-5.969, -1.091, 2.061], [-5.342, 2.393, 1.557], [-9.826, 3.185, 0.269], [-8.663, 3.649, 1.132], [-8.599, 5.167, 1.205], [-7.439, 3.145, 0.595], [-9.718, 3.550, -0.757], [-9.854, 2.094, 0.218], [-10.779, 3.540, 0.667], [-8.765, 3.237, 2.138], [-8.451, 5.598, 0.210], [-7.754, 5.486, 1.819], [-9.516, 5.581, 1.630], [-7.335, 3.501, -0.297], [4.310, -0.238, 5.335], [3.629, -0.756, 4.077], [4.525, -1.722, 3.320], [3.291, 0.338, 3.227], [5.227, 0.304, 5.085], [3.659, 0.463, 5.862], [4.564, -1.057, 6.012], [2.694, -1.253, 4.345], [5.450, -1.231, 3.000], [4.025, -2.073, 2.416], [4.786, -2.586, 3.935], [4.108, 0.788, 2.978], [10.083, -3.681, 0.652], [8.966, -4.106, 1.593], [8.138, -5.233, 0.994], [8.124, -2.990, 1.869], [9.675, -3.310, -0.293], [10.664, -2.866, 1.090], [10.758, -4.513, 0.437], [9.392, -4.430, 2.546], [7.665, -4.912, 0.061], [7.334, -5.521, 1.676], [8.754, -6.111, 0.789], [7.739, -2.695, 1.034]]}

=====

{"formula": "C47H39CsF6N10O5S3", "method": "wB97M-V/def2-TZVPD", "relative_energy_kj_mol": 0.0, "lumo_ev": [3.335, 3.334], "charge": -2, "e_homo_ev": [-0.40, -0.28], "species": ["Cs", "C", "C", "N", "C", "C", "N", "C", "C", "C", "C", "C", "N", "C", "C", "N", "C", "C", "N", "C", "C", "C", "N", "C", "C", "H", "H", "H", "H", "H", "H", "H", "H", "H", "H", "H", "H", "N", "C", "C", "C", "C", "C", "C", "C", "C", "N", "C", "H", "H", "H", "H", "H", "H", "H", "H", "F", "C", "F", "F", "S", "O", "O", "N", "S", "O", "O", "C", "F", "F", "F", "S", "C", "N", "C", "C", "C", "C", "C", "C", "H", "H", "H", "H", "H", "C", "C", "C", "C", "C", "C", "C", "O", "C", "C", "C", "H", "H", "H", "H", "H", "H", "H", "H", "H", "H", "H", "H", "C", "H", "H"], "positions_angstrom": [[0.518, 0.053, -0.064], [-1.215, 0.695, 4.748], [-1.532, 0.447, 3.423], [-1.274, 1.320, 2.462], [-0.698, 2.470, 2.810], [-0.343, 2.685, 4.152], [-0.601, 1.818, 5.118], [-0.407, 3.499, 1.769], [-0.408, 4.829, 2.117], [-0.066, 5.842, 1.178], [0.225, 5.340, -0.122], [0.093, 3.997, -0.402], [-0.204, 3.047, 0.507], [0.296, 3.548, -1.825], [0.136, 4.360, -2.884], [0.306, 3.977, -4.231], [0.605, 2.758, -4.453], [0.843, 1.743, -3.409], [0.646, 2.185, -2.014], [-0.009, 7.224, 1.513], [-0.249, 7.730, 2.823], [-0.183, 9.077, 3.082], [0.100, 10.036, 2.185], [0.331, 9.567, 0.947], [0.294, 8.247, 0.570], [-1.436, -0.041, 5.512], [-1.995, -0.485, 3.125], [0.191, 3.587, 4.427], [-0.663, 5.099, 3.133], [0.560, 6.009, -0.898], [-0.219, 5.371, -2.758], [0.675, 2.423, -5.486], [0.515, 0.727, -3.612], [-0.480, 7.067, 3.645], [-0.370, 9.417, 4.099], [0.565, 10.315, 0.193], [0.497, 8.011, -0.466], [1.647, -0.535, 3.395], [1.373, -1.710, 4.033], [1.328, -1.871, 5.402], [0.997, -3.116, 5.968], [0.700, -4.208, 5.199], [0.726, -4.081, 3.788], [0.419, -5.140, 2.898], [0.445, -4.925, 1.549], [0.791, -3.640, 1.071], [1.086, -2.648, 1.865], [1.057, -2.843, 3.205], [2.271, 0.123, 3.832], [1.809, -0.658, 2.408], [1.540, -1.024, 6.043], [0.975, -3.195, 7.048], [0.442, -5.161, 5.643], [0.155, -6.109, 3.306], [0.202, -5.705, 0.840], [0.811, -3.437, 0.004], [4.418, -2.409, 1.313], [4.956, -2.262, 0.100], [6.242, -1.918, 0.241], [4.907, -3.447, -0.529], [4.028, -0.994, -0.891], [2.647, -1.227, -0.545], [4.470, -1.209, -2.231], [4.558, 0.395, -0.350], [3.947, 1.084, 0.935], [4.485, 0.583, 2.167], [2.520, 1.290, 0.859], [4.675, 2.774, 0.755], [4.358, 3.324, -0.419], [4.185, 3.537, 1.737], [6.009, 2.739, 0.866], [-4.803, -1.729, -0.363], [-3.274, -0.947, -0.110], [-2.552, -1.391, 0.854], [-3.193, -2.431, 1.500], [-2.663, -3.139, 2.583], [-3.409, -4.156, 3.137], [-4.671, -4.480, 2.620], [-5.202, -3.795, 1.545], [-4.454, -2.763, 0.983], [-2.947, -0.147, -0.758], [-1.681, -2.886, 2.962], [-3.011, -4.715, 3.975], [-5.238, -5.287, 3.069], [-6.173, -4.062, 1.147], [-1.651, -5.223, -7.505], [-1.589, -4.215, -6.398], [-1.037, -4.521, -5.153], [-0.945, -3.617, -4.113], [-0.306, -4.064, -2.828], [-1.443, -2.282, -4.284], [-1.380, -1.292, -3.262], [-0.875, -1.443, -2.111], [-2.000, -1.962, -5.571], [-2.513, -0.578, -5.850], [-2.061, -2.908, -6.568], [-1.259, -6.187, -7.173], [-1.062, -4.922, -8.379], [-2.672, -5.396, -7.862], [-0.646, -5.523, -4.989], [0.026, -5.102, -2.925], [-0.995, -3.985, -1.984], [0.549, -3.439, -2.567], [-1.790, -0.299, -3.510], [-3.332, -0.302, -5.177], [-2.877, -0.504, -6.876], [-1.739, 0.183, -5.711], [-2.485, -2.615, -7.526], [2.002, 1.924, -2.497], [2.637, 2.789, -2.649], [2.490, 1.038, -2.095]]}